Run 1
16
Properties=species:S:1:pos:R:3 method="wB97M-V/def2-TZVPD" smiles="C[C@@H]1S[C@]1(C)C(=S)S" e_homo_ev=-8.833 lumo_ev=-0.33
S -0.50555 1.98156 0.56331
S 0.99829 -1.39338 -1.76502
S 1.25619 1.45368 -2.32548
C -2.00148 -0.26098 -0.38370
C -0.94484 0.22344 0.58214
C 0.87349 0.28966 -1.27418
C 0.46850 0.51582 0.16444
C 1.58402 0.17185 1.13142
H -1.04437 -0.23699 1.57650
H 1.88772 -0.84254 1.06341
H -3.00132 0.02741 -0.00444
H 0.51379 -1.95372 -0.63090
H -1.94734 -1.35598 -0.46478
H 1.28574 0.36601 2.20012
H -1.85125 0.16637 -1.37783
H 2.42842 0.84779 0.94500

---

Run 2
16
Properties=species:S:1:pos:R:3 method="wB97M-V/def2-TZVPD" smiles="S=C1CCSC[C@H]1S" e_homo_ev=-8.747 lumo_ev=-0.43
S 2.63833 -0.89271 0.23295
S -1.69315 1.12983 -0.68670
S -0.47632 -1.48624 1.74633
C 0.36922 0.15234 1.10437
C -1.01012 -0.40678 -1.31925
C -0.48659 1.37676 0.65080
C 1.16067 -0.34104 0.01728
C 0.52949 -0.39314 -1.35686
H 0.81451 0.53379 -1.87756
H -0.52253 -1.20958 3.03528
H 1.07840 -1.16089 -1.96613
H -1.35101 -1.28972 -0.76672
H 1.08486 0.65248 1.75410
H 0.42329 1.96833 0.30580
H -1.02284 1.89317 1.47270
H -1.53620 -0.52659 -2.34639

---

Relative stability in eV, measured from the most stable structure: run 1 0.000; run 2 0.674

---

Run 1
16
Properties=species:S:1:pos:R:3 method="wB97M-V/def2-TZVPD" smiles=CN1BCCC1 e_homo_ev=-9.311 lumo_ev=0.84
N -0.71220 0.07394 0.37158
C 0.61752 0.93497 0.03705
C -1.38582 0.77577 1.41291
C 1.43549 -0.23359 -0.61075
C 0.55616 -1.37298 -1.12770
B -0.87791 -1.05165 -0.43748
H 0.42859 -1.45333 -2.22852
H 0.83050 -2.38205 -0.83200
H 0.89770 1.34403 1.01633
H -0.53692 1.13186 1.95016
H -2.08209 1.51154 1.03870
H 1.91169 0.11485 -1.57967
H 0.49971 1.69813 -0.77185
H 2.10621 -0.66953 0.11462
H -1.74561 -1.68283 -0.29458
H -2.03708 -0.00543 1.91473

---

Run 2
16
Properties=species:S:1:pos:R:3 method="wB97M-V/def2-TZVPD" smiles=CN(C)B1CC1 e_homo_ev=-8.706 lumo_ev=0.75
N -0.20402 -0.24776 -0.46103
C -0.07485 1.08298 1.94737
C 1.27230 0.34401 1.72777
C 0.72888 -1.08873 -1.56613
C -1.49830 0.04487 -1.02334
B 0.16585 0.14323 0.75750
H -1.28790 0.66363 -1.91620
H 1.66297 -1.39482 -1.07038
H -2.13933 0.59405 -0.44694
H 0.07395 -1.84779 -1.81819
H 0.67256 -0.25901 -2.33089
H -0.66457 0.94160 2.88340
H 2.05373 1.05740 1.55786
H -2.03956 -0.84219 -1.40674
H 1.50506 -0.49296 2.42418
H -0.11168 2.05911 1.59161

---

Relative stability in eV, measured from the most stable structure: run 1 0.000; run 2 0.933

---

Run 1
12
Properties=species:S:1:pos:R:3 method="wB97M-V/def2-TZVPD" total_charge=-1 e_homo_ev=-3.781 lumo_ev=3.50
S 0.04928 1.53272 0.94408
S 2.38732 0.31216 -1.26051
O -2.18184 -0.98093 -0.93667
O -1.62628 1.13964 -1.40032
C -1.49132 -0.05243 -0.67328
C -0.12168 -1.06559 1.22400
C -0.50019 -0.03585 0.46831
H -0.89821 1.58421 -0.91859
H 1.52915 1.05897 -0.29380
H 2.95580 -0.42929 -0.30214
H -0.56458 -2.05877 1.04447
H 0.46256 -1.00483 2.10445

---

Run 2
12
Properties=species:S:1:pos:R:3 method="wB97M-V/def2-TZVPD" total_charge=-1 e_homo_ev=-3.741 lumo_ev=3.46
S 1.11366 0.81167 -1.76409
S 0.53431 1.54200 1.13458
O -1.82646 0.47196 -1.52651
O -1.87035 -0.31497 0.58629
C -1.45697 0.15619 -0.42752
C 0.92197 -1.05671 0.43317
C 0.44158 0.23766 -0.16249
H -0.57673 1.35708 1.85189
H 0.09019 -1.44654 0.97140
H -0.15435 1.05592 -2.00639
H 1.05961 -1.86796 -0.31061
H 1.72355 -0.94630 1.22028

---

Relative stability in eV, measured from the most stable structure: run 1 0.000; run 2 0.213

---

Run 1
12
Properties=species:S:1:pos:R:3 method="wB97M-V/def2-TZVPD" total_charge=-1 e_homo_ev=-2.529 lumo_ev=3.56
S 1.05595 2.18762 -0.61731
S -0.98682 0.83137 1.14501
O 2.17733 -1.44362 1.31731
O 3.21940 -0.36369 -0.42949
C 0.74736 0.96666 0.76871
C -1.47605 -0.21753 -0.22941
C 2.57037 -0.73311 0.48274
H -1.90045 -1.19152 0.12216
H 1.09358 1.49753 1.79840
H -0.46792 -0.38183 -0.67913
H -2.26157 0.49891 -0.70229
H 2.18274 1.54052 -1.05037

---

Run 2
12
Properties=species:S:1:pos:R:3 method="wB97M-V/def2-TZVPD" total_charge=-1 e_homo_ev=-2.160 lumo_ev=3.53
S -0.71253 -0.71248 1.92164
S 0.15601 -1.72662 -0.83239
O 3.10578 -1.20423 -0.20571
O 3.16655 1.06013 0.09396
C 0.23451 -0.17078 0.39587
C -0.57721 0.77735 -0.55381
C 3.08234 -0.05551 -0.07703
H -0.73550 1.79274 -0.09405
H 0.12925 1.11442 -1.34366
H -1.55783 0.47578 -0.94738
H 0.39618 -0.91299 -1.82488
H 0.00812 -1.71254 2.39877

---

Relative stability in eV, measured from the most stable structure: run 1 0.000; run 2 0.385

---

Run 1
23
Properties=species:S:1:pos:R:3 method="wB97M-V/def2-TZVPD" total_charge=+1 e_homo_ev=-11.317 lumo_ev=-3.77
Ca -3.69905 -8.41603 9.82552
O -4.04920 -6.65551 8.35487
O -4.69402 -7.23700 11.69715
O -2.70199 -5.31505 7.34074
O -4.06727 -9.54332 7.54116
O -3.56518 -10.08832 11.32632
O -4.45684 -5.99771 6.33208
O -1.94608 -7.01071 10.66762
O -6.12276 -8.77668 9.52746
O -1.68445 -9.40716 9.07827
N -3.71611 -6.02897 7.33745
H -4.43842 -9.04831 6.81079
H -3.89712 -10.41316 7.17967
H -1.64033 -10.28080 8.68965
H -5.56055 -6.85177 11.56695
H -3.28030 -9.95427 12.23026
H -1.18249 -7.19211 11.21559
H -3.39300 -11.01423 11.15523
H -6.12714 -8.12297 8.82827
H -4.53049 -7.14814 12.63608
H -0.77048 -9.13540 9.16222
H -7.00791 -9.14097 9.52095
H -2.14603 -6.08919 10.83209

---

Run 2
23
Properties=species:S:1:pos:R:3 method="wB97M-V/def2-TZVPD" total_charge=+1 e_homo_ev=-10.954 lumo_ev=-3.91
Ca 0.19221 0.29042 0.17786
O -1.86080 1.17279 0.98644
O 1.57567 1.53331 -1.40314
O -1.75615 -3.45911 -1.79451
O 1.48532 1.36466 1.55990
O -2.76489 -1.87224 -0.73983
O -0.39743 -0.86811 2.13739
O -0.58641 -1.97433 -0.68144
O -0.95036 0.73631 -1.95559
O 2.25864 -1.03378 0.17041
N -1.69385 -2.44695 -1.07917
H 2.07054 -1.98368 0.23490
H 0.06936 -0.51824 2.90608
H 2.50842 1.76606 -1.29826
H 2.79622 -0.94739 -0.62699
H -1.50565 1.39922 -2.38368
H -0.86226 -1.64916 2.46671
H 1.28688 2.02167 -2.18367
H 1.83953 1.04025 2.39892
H 1.49754 2.32893 1.64852
H -2.28099 1.98783 0.68471
H -0.35646 0.43085 -2.65471
H -2.56509 0.68070 1.42912

---

Relative stability in eV, measured from the most stable structure: run 1 0.000; run 2 0.322

---

Run 1
20
Properties=species:S:1:pos:R:3 method="wB97M-V/def2-TZVPD" e_homo_ev=-8.109 lumo_ev=1.02
N -0.19951 1.66299 1.27228
N -0.25400 1.68424 -0.10642
N 1.48349 -0.65876 0.30036
N 0.57247 -0.60103 -0.90140
C 1.95921 -2.13851 0.33192
C -0.21864 0.39015 -1.00354
C -1.41061 0.87737 1.76243
C -1.01339 0.25659 -2.29911
H -2.14696 0.18140 -1.97016
H -0.86602 1.19515 -2.85977
H 0.76767 1.36260 1.65181
H 2.32417 -2.43667 -0.71367
H -1.79537 -0.05317 0.81105
H 1.07807 -2.75265 0.83201
H -2.43644 1.59166 1.86101
H -0.94137 2.32125 -0.46825
H -1.36895 0.34030 2.80362
H -0.79691 -0.81955 -2.71608
H 2.41814 -0.05001 0.27855
H 2.84494 -2.35336 1.13334

---

Run 2
20
Properties=species:S:1:pos:R:3 method="wB97M-V/def2-TZVPD" smiles="CC(C)=N.N=C(N)N" e_homo_ev=-9.110 lumo_ev=0.80
N 1.47601 0.62602 -0.56937
N -0.02432 -1.86599 0.23715
N 1.96056 0.26689 1.78044
N 0.51490 1.96402 1.10356
C 1.28359 0.82859 0.86099
C -0.69412 -0.86863 -0.31287
C -1.77224 -0.32910 0.59826
C -1.01436 -0.82275 -1.79154
H -1.82602 -0.15353 -2.07791
H -2.25842 -1.14218 1.13339
H -2.49108 0.33755 0.12348
H -0.11355 -0.48491 -2.30502
H -1.26336 -1.80458 -2.19424
H -0.22046 1.78015 1.76885
H -1.29357 0.16036 1.44764
H 2.34411 0.16717 -0.81180
H 1.32974 1.44684 -1.14426
H 2.63228 -0.41803 1.44949
H 1.05295 2.81650 1.15058
H 0.37736 -2.50439 -0.44682

---

Relative stability in eV, measured from the most stable structure: run 1 4.265; run 2 0.000